Record 1
A cluster of 4 separate species, C28H33ClFN2O12 in total. Source: the OMol25 dataset; level of theory: the ωB97M-V functional and the def2-TZVPD basis.

The value obtained for the orbital gap is 7.47 eV. The charge is +1. The value obtained for the total energy is -72354.6822 eV. The multiplicity is 1. For the LUMO energy, the calculation gives -3.956 eV.

Last column: Mulliken charge in e.
Atoms and positions in Å:
F1 6.58 1.54 -1.41  -0.298
C1 7.07 0.76 -2.46  -0.555
C2 6.40 -0.61 -2.40  -0.250
C3 5.14 -0.62 -3.27  -0.330
N1 4.21 -1.75 -3.08  0.280
C4 4.29 -2.48 -1.82  -1.652
C5 3.69 -1.76 -0.62  -0.052
N2 2.26 -1.45 -0.95  0.223
C6 2.21 -0.55 -2.17  0.330
C7 0.79 -0.08 -2.45  -1.198
C8 0.69 1.36 -2.97  -0.607
C9 1.57 2.37 -2.24  -0.643
Cl1 1.43 2.13 -0.47  -0.090
C10 2.83 -1.36 -3.32  -1.457
H1 8.15 0.70 -2.37  0.342
H2 6.82 1.29 -3.38  0.293
H3 7.10 -1.37 -2.75  0.344
H4 6.18 -0.79 -1.35  0.195
H5 5.47 -0.64 -4.31  0.299
H6 4.62 0.34 -3.14  0.142
H7 3.72 -3.41 -1.96  0.482
H8 5.31 -2.80 -1.61  0.456
H9 3.71 -2.40 0.27  0.377
H10 4.17 -0.80 -0.39  0.437
H11 1.80 -2.33 -1.19  0.479
H12 1.79 -1.01 -0.14  0.239
H13 2.88 0.26 -1.91  0.400
H14 0.18 -0.18 -1.54  0.354
H15 0.34 -0.75 -3.18  0.486
H16 0.91 1.42 -4.04  0.504
H17 -0.35 1.68 -2.87  0.263
H18 2.63 2.25 -2.48  0.343
H19 1.30 3.39 -2.47  0.473
H20 2.76 -0.79 -4.25  0.414
H21 2.23 -2.28 -3.45  0.338
C11 -3.12 2.31 2.03  -0.477
C12 -2.47 2.16 0.87  0.044
C13 -2.80 2.97 -0.37  0.998
O1 -2.09 2.75 -1.35  -0.587
C14 -3.88 3.91 -0.32  -1.060
C15 -4.56 4.05 0.83  0.171
C16 -4.21 3.25 2.08  0.990
O2 -4.90 3.46 3.06  -0.654
O3 -5.57 4.87 1.00  -0.567
O4 -1.46 1.31 0.67  -0.650
H22 -2.89 1.72 2.91  0.560
H23 -4.12 4.48 -1.21  0.497
H24 -5.86 4.77 1.93  0.376
H25 -1.17 1.48 -0.25  -0.028
C17 2.56 -1.15 3.27  -1.279
C18 2.64 -1.32 4.61  0.388
C19 1.49 -0.97 5.55  0.990
O5 1.69 -1.19 6.72  -0.591
C20 0.29 -0.41 4.99  -0.755
C21 0.22 -0.23 3.66  0.079
C22 1.36 -0.62 2.73  1.106
O6 1.14 -0.44 1.53  -0.587
O7 -0.83 0.30 3.05  -0.326
O8 3.69 -1.80 5.22  -0.572
H26 3.39 -1.40 2.61  0.421
H27 -0.52 -0.14 5.66  0.499
H28 -0.64 0.38 2.10  0.256
H29 3.47 -1.82 6.18  0.380
C23 -6.63 -0.27 1.27  -1.202
C24 -7.63 -1.15 1.40  0.438
C25 -7.61 -2.52 0.74  1.001
O9 -8.57 -3.24 0.94  -0.607
C26 -6.47 -2.88 -0.08  -0.977
C27 -5.48 -1.99 -0.21  0.236
C28 -5.50 -0.63 0.47  1.075
O10 -4.52 0.07 0.28  -0.418
O11 -4.38 -2.19 -0.93  -0.614
O12 -8.72 -0.93 2.11  -0.573
H30 -6.65 0.70 1.75  0.493
H31 -6.46 -3.85 -0.56  0.444
H32 -3.86 -1.36 -0.83  0.351
H33 -9.27 -1.74 2.04  0.374

Record 2
A cluster of 2 separate species, C28H33ClFO10PS in total at a distorted geometry. Source: the OMol25 dataset; level of theory: the ωB97M-V functional and the def2-TZVPD basis.

The value obtained for the orbital gap is 7.30 eV. The SMILES is CCOCCOCCOCC1=C(P(C)O)C(=O)c2cc(S(C)(=O)=O)c(CCCCl)c(F)c2C1=O.O=C1C=CC(=O)C=C1. The value obtained for the total energy is -85406.7500 eV. The multiplicity is 1. For the LUMO energy, the calculation gives -1.578 eV.

Last column: Mulliken charge in e.
Atoms and positions in Å:
C1 0.50 -8.86 0.67  -1.130
C2 0.77 -8.00 -0.56  -0.214
O1 -0.42 -7.35 -0.95  -0.375
C3 -0.27 -6.03 -1.45  -0.651
C4 -0.84 -5.04 -0.45  -0.158
O2 -1.27 -3.88 -1.13  -0.338
C5 -1.91 -2.95 -0.29  -0.624
C6 -1.38 -1.57 -0.59  -0.102
O3 -1.86 -0.63 0.36  -0.402
C7 -0.93 -0.41 1.41  -0.726
C8 0.18 0.48 0.95  -0.400
C9 1.47 0.13 0.89  1.100
P1 2.10 -1.54 1.36  0.468
C10 3.25 -1.08 2.70  -1.211
O4 3.20 -1.85 0.17  -0.583
C11 2.45 1.14 0.40  0.018
O5 3.58 1.17 0.77  -0.572
C12 1.92 2.11 -0.60  0.948
C13 2.76 2.61 -1.59  -1.286
C14 2.24 3.51 -2.53  0.154
S1 3.42 4.00 -3.78  1.559
C15 2.60 3.88 -5.34  -1.184
O6 3.89 5.34 -3.55  -0.652
O7 4.43 2.97 -3.78  -0.732
C16 0.91 3.94 -2.45  0.576
C17 0.27 4.96 -3.39  -1.498
C18 0.94 6.36 -3.30  -0.456
C19 -0.03 7.45 -2.85  -0.595
Cl1 0.39 9.02 -3.59  -0.215
C20 0.10 3.40 -1.43  0.455
F1 -1.19 3.78 -1.35  -0.357
C21 0.59 2.47 -0.51  0.388
C22 -0.23 1.85 0.56  -0.259
O8 -1.14 2.41 1.10  -0.566
H1 -0.16 -8.30 1.32  0.305
H2 0.05 -9.81 0.41  0.274
H3 1.42 -9.02 1.23  0.354
H4 1.13 -8.65 -1.36  0.283
H5 1.56 -7.29 -0.32  0.329
H6 0.77 -5.80 -1.64  0.280
H7 -0.79 -5.95 -2.40  0.352
H8 -0.07 -4.77 0.27  0.214
H9 -1.68 -5.51 0.06  0.327
H10 -1.72 -3.19 0.76  0.374
H11 -2.99 -2.98 -0.43  0.231
H12 -0.29 -1.58 -0.61  0.075
H13 -1.71 -1.26 -1.58  0.401
H14 -0.56 -1.36 1.78  0.553
H15 -1.47 0.10 2.20  -0.432
H16 3.45 -1.93 3.34  0.443
H17 4.15 -0.67 2.26  0.301
H18 2.77 -0.27 3.25  0.318
H19 2.77 -2.15 -0.63  0.335
H20 3.79 2.29 -1.67  0.664
H21 3.33 3.45 -6.01  0.477
H22 1.75 3.20 -5.25  0.396
H23 2.26 4.85 -5.69  0.314
H24 -0.75 5.08 -3.07  0.581
H25 0.31 4.58 -4.40  0.388
H26 1.35 6.62 -4.27  0.365
H27 1.78 6.36 -2.62  0.398
H28 0.07 7.61 -1.78  0.341
H29 -1.06 7.23 -3.09  0.346
O9 -6.72 0.76 5.94  -0.542
C23 -5.55 0.62 5.66  0.311
C24 -5.01 1.03 4.34  -0.478
C25 -3.72 0.86 4.04  -0.109
C26 -2.77 0.27 5.02  0.478
O10 -1.60 0.12 4.75  -0.535
C27 -3.31 -0.14 6.34  -0.438
C28 -4.60 0.02 6.64  -0.377
H30 -5.72 1.46 3.65  0.440
H31 -3.31 1.16 3.09  0.467
H32 -2.61 -0.57 7.03  0.412
H33 -5.02 -0.27 7.60  0.407

Record 3
A structure of composition C28H33FIrN9O3P. Source: the OMol25 dataset; level of theory: the ωB97M-V functional and the def2-TZVPD basis.

Its energy above the lowest of the compared OMol25 structures with the same formula, charge and spin is 13.4 kcal/mol. The value obtained for the orbital gap (alpha / beta) is 8.06 / 4.74 eV. The charge is +4. The value obtained for the total energy is -63929.4418 eV. The multiplicity is 6. For the LUMO energy (alpha / beta), the calculation gives -9.383 / -12.695 eV.

Last column: Mulliken charge in e.
Atoms and positions in Å:
Ir1 -2.18 -0.78 1.86  1.124
C1 -0.15 3.26 5.41  -0.741
N1 -1.05 2.87 4.31  0.132
C2 -1.88 3.66 3.64  -0.155
C3 -2.50 2.83 2.63  -0.666
N2 -2.01 1.61 2.73  0.040
C4 -1.12 1.61 3.77  -0.434
P1 -0.22 -0.13 4.31  -0.143
C5 -0.14 -2.18 3.94  -0.117
N3 -0.94 -2.71 2.96  -0.001
C6 -0.75 -4.01 2.95  -0.540
C7 0.21 -4.35 3.98  -0.216
N4 0.54 -3.19 4.56  0.077
C8 1.48 -3.04 5.68  -0.836
C9 -1.97 -0.58 4.73  0.854
N5 -2.90 -0.87 3.81  -0.233
C10 -4.05 -1.20 4.47  -0.723
C11 -3.81 -1.10 5.81  -0.370
N6 -2.50 -0.71 5.96  0.065
C12 -1.83 -0.47 7.24  -0.650
H1 -0.03 4.34 5.39  0.368
H2 -0.58 2.96 6.36  0.278
H3 0.81 2.78 5.25  0.331
H4 -2.01 4.71 3.85  0.541
H5 -3.23 3.14 1.91  0.502
H6 -1.24 -4.70 2.28  0.496
H7 0.61 -5.31 4.27  0.531
H8 2.37 -3.65 5.50  0.366
H9 1.77 -1.99 5.75  0.330
H10 1.00 -3.36 6.60  0.345
H11 -4.96 -1.47 3.96  0.471
H12 -4.45 -1.27 6.66  0.555
H13 -2.48 -0.82 8.04  0.351
H14 -0.89 -1.01 7.28  0.264
H15 -1.66 0.60 7.38  0.257
C13 4.14 0.98 -2.45  -1.021
C14 3.02 1.95 -2.12  -0.971
N7 1.82 1.26 -1.59  0.115
C15 1.63 1.24 -0.28  -0.232
C16 0.58 0.59 0.36  -0.455
C17 0.62 0.75 1.84  0.264
O1 1.21 1.62 2.42  -0.529
O2 -0.01 -0.25 2.54  0.079
C18 -0.40 -0.06 -0.44  2.027
O3 -1.48 -0.63 -0.03  -1.093
C19 -0.18 -0.04 -1.86  1.032
C20 -1.10 -0.67 -2.72  -0.740
C21 -0.92 -0.63 -4.07  0.257
F1 -1.84 -1.23 -4.82  -0.330
C22 0.17 0.04 -4.70  -0.565
C23 1.09 0.64 -3.82  -0.888
C24 0.92 0.61 -2.44  0.085
N8 0.31 0.08 -6.06  0.170
C25 -0.60 -0.61 -6.99  -0.506
C26 -0.19 -0.40 -8.44  -1.111
N9 1.28 -0.63 -8.60  -0.066
C27 2.11 0.30 -7.72  -0.724
C28 1.21 1.02 -6.73  -0.552
H16 4.99 1.54 -2.85  0.389
H17 3.84 0.24 -3.19  0.346
H18 4.48 0.45 -1.56  0.349
H19 2.71 2.55 -2.97  0.457
H20 3.34 2.65 -1.34  0.452
H21 2.37 1.76 0.31  0.559
H22 -1.96 -1.18 -2.33  0.549
H23 1.96 1.13 -4.22  0.315
H24 -1.63 -0.25 -6.90  0.442
H25 -0.61 -1.68 -6.76  0.484
H26 -0.40 0.60 -8.80  0.411
H27 -0.72 -1.11 -9.08  0.453
H28 1.54 -0.51 -9.59  0.377
H29 1.50 -1.61 -8.38  0.389
H30 2.62 1.00 -8.37  0.417
H31 2.85 -0.32 -7.22  0.386
H32 0.63 1.80 -7.24  0.305
H33 1.84 1.54 -6.03  0.218

> Which formula does entry 3 have?

C28H33FIrN9O3P

> total energy of number 1 (C28H33ClFN2O12)?

-72354.6822 eV

> Among the records above, which one has the highest multiplicity?

C28H33FIrN9O3P